ORCA calculation (ωB97M-V/def2-TZVPD) on 13 unconnected molecules or ions with the total composition C6H30O12 at a distorted geometry.

Charge: 0
E_LUMO (eV): 0.174
HOMO-LUMO gap (eV): 9.50

Last column: natural (NBO) charge in e.
Atoms and positions in Å:
C 0.9925 1.2449 -0.3731  -0.22
C -0.3678 1.2759 -0.9344  -0.20
C -1.2559 2.1811 -0.4351  -0.21
C -0.8149 3.0485 0.6173  -0.19
C 0.3798 2.9382 1.3591  -0.25
C 1.2500 1.9583 0.7560  -0.26
H 1.6988 0.5477 -0.8340  0.18
H -0.7923 0.5527 -1.6745  0.22
H -2.3390 2.2339 -0.7607  0.26
H -1.6249 3.8384 0.9374  0.22
H 0.6541 3.3871 2.2962  0.23
H 2.1953 2.1040 1.0563  0.20
H 0.8813 -0.2414 -3.3844  0.47
H 0.2001 0.2444 -4.6158  0.47
O 0.1158 -0.2039 -3.8334  -0.96
H 1.2052 -0.6433 3.2887  0.49
H 0.3769 0.0469 2.1498  0.48
O 0.4867 -0.2747 2.9843  -0.96
H -1.2275 -0.0065 1.5929  0.48
H -2.1403 -1.0071 2.0425  0.48
O -1.4363 -0.8863 1.3515  -0.95
H -2.2424 0.8752 3.9309  0.48
H -0.6965 1.1791 3.5007  0.51
O -1.6286 1.1720 3.3514  -0.99
H 0.4065 4.1244 -1.1895  0.46
H 0.5785 3.6253 -2.6297  0.47
O -0.1203 4.0314 -1.9307  -0.92
H 1.3351 -3.1066 1.3365  0.48
H 0.5601 -1.8872 1.0929  0.50
O 1.4218 -2.2987 0.9391  -0.98
H -2.6857 -0.5324 -0.8811  0.48
H -2.4680 0.0763 -2.2393  0.47
O -3.1935 -0.0673 -1.6028  -0.94
H 2.6764 0.1569 -1.9324  0.50
H 3.2318 -0.1075 -3.3509  0.49
O 2.4054 0.2561 -2.9676  -0.97
H -2.3736 -3.0593 -0.0573  0.49
H -3.2324 -3.1961 1.1968  0.47
O -2.3808 -3.3172 0.8316  -0.95
H 4.0620 -2.3496 -1.2295  0.48
H 3.2807 -1.6724 -0.1608  0.49
O 3.5490 -1.6384 -1.0278  -0.95
H 0.9061 -1.8857 -2.7010  0.48
H 1.2722 -2.3090 -1.1601  0.49
O 1.0166 -2.5915 -2.0501  -0.98
H -1.0270 -3.6299 2.4703  0.49
H -0.8288 -2.1509 2.9021  0.49
O -0.6037 -3.0676 3.0883  -0.98

Atomic forces in eV per Å
-2.9 -1.0 -1.3
0.8 -1.2 0.4
-0.3 0.8 1.3
-2.4 1.7 2.1
-1.4 -2.4 -3.3
-2.0 1.9 -0.2
-0.4 0.6 0.8
1.4 0.7 0.6
1.7 0.0 0.2
1.7 -1.6 -0.4
-0.2 0.6 -0.1
3.6 -0.5 1.4
4.5 0.5 2.0
0.6 1.6 -2.8
-6.0 -2.0 0.3
6.3 -2.8 1.3
1.1 0.8 -3.4
-6.1 2.0 2.6
0.2 2.0 0.0
0.7 -0.3 -1.1
-1.7 -1.2 0.3
-1.8 -1.4 3.4
0.5 -0.7 1.3
0.8 2.3 -4.4
1.7 0.4 2.6
-2.6 1.5 2.4
1.3 -1.2 -5.6
-0.3 -3.3 1.7
-0.1 0.0 0.0
0.4 3.4 -1.8
-0.9 0.7 -0.7
-0.7 -0.1 0.0
1.4 -0.8 0.7
-0.8 0.1 -3.9
-0.7 0.2 0.0
2.8 -0.3 3.6
-0.2 0.6 -2.0
-1.4 0.2 0.2
1.4 -1.3 1.7
2.1 -3.1 -0.7
-1.0 -0.5 3.3
-0.9 3.8 -2.3
0.1 -0.1 0.7
0.0 0.4 -0.5
-0.4 -0.8 -0.3
-0.9 -0.4 -1.2
0.1 -0.2 -0.3
1.1 0.4 1.6


ORCA calculation (ωB97M-V/def2-TZVPD) on 9 unconnected molecules or ions with the total composition C6H30O9 at a distorted geometry.

Expectation value of S²: 0.751
Spin multiplicity: 2
Charge: -1
E_LUMO (spin up / spin down) (eV): 2.516 / 2.793
HOMO-LUMO gap (spin up / spin down) (eV): 2.67 / 7.33

Last column: Mulliken spin population.
Atoms and positions in Å:
O 10.6082 4.1106 -19.1069  0.33
H 11.3627 3.5848 -18.8311  -0.13
H 10.0548 4.3460 -18.3587  -0.02
H 10.8869 4.9084 -19.5623  0.09
O 10.3999 7.0878 -16.5004  -1.10
H 11.3370 6.9889 -16.6838  0.22
H 9.9909 7.6938 -17.1225  0.49
H 9.9492 6.2455 -16.5958  0.27
C 13.2225 6.0970 -21.7679  0.04
C 12.3736 6.8326 -20.7315  0.59
C 12.5957 8.3580 -20.7831  -0.02
O 11.0550 6.3796 -20.6505  0.03
H 13.2575 5.0597 -21.4351  -0.01
H 14.2149 6.5459 -21.8098  -0.02
H 12.7757 6.0838 -22.7621  0.00
H 12.7822 6.4608 -19.7919  -0.10
H 12.3385 8.7888 -21.7508  0.01
H 13.6426 8.6145 -20.6209  -0.03
H 12.0291 8.7581 -19.9423  -0.01
C 10.3683 3.2667 -15.1338  0.25
C 9.0939 3.9444 -15.6278  -0.10
C 8.5203 4.7480 -14.4145  0.07
O 9.2165 4.6864 -16.8417  0.52
H 10.9632 4.0613 -14.6834  -0.04
H 10.9274 2.7607 -15.9209  0.01
H 10.1145 2.6180 -14.2955  0.01
H 8.3970 3.1267 -15.8115  -0.05
H 7.4714 4.9858 -14.5917  0.01
H 8.9954 5.7076 -14.2106  -0.02
H 8.4732 4.0537 -13.5755  0.00
O 9.4287 8.0038 -18.7510  -0.08
H 9.8745 7.5709 -19.4790  0.06
H 8.9285 8.7093 -19.1613  0.01
O 6.8041 6.0741 -17.6387  -0.01
H 7.6906 5.7492 -17.4810  -0.04
H 6.8692 7.0205 -17.5106  -0.01
O 10.5126 3.5834 -22.0708  0.04
H 11.3774 3.7126 -21.6813  0.01
H 10.6563 3.6808 -23.0121  0.00
O 12.6186 2.6597 -18.4901  -0.46
H 13.1304 2.6002 -17.6834  0.11
H 12.9146 1.9176 -19.0173  0.10
O 7.2418 3.5682 -19.6520  0.00
H 7.3507 4.3472 -19.1066  0.00
H 7.1855 3.9067 -20.5455  0.00

Atomic forces in eV per Å
-0.8 -1.1 -1.0
1.2 -0.8 0.6
-1.5 0.2 2.4
0.5 2.7 -2.0
-0.3 1.7 2.0
2.2 -0.2 -0.4
-0.5 1.1 -1.6
-1.5 -3.5 -0.2
-0.5 0.0 -0.1
-0.3 -0.7 0.7
-0.1 -0.7 0.2
-0.3 0.3 0.1
0.4 -0.2 -0.1
0.2 -0.3 -0.1
-0.1 0.3 -0.2
1.0 0.6 0.6
-0.5 0.1 0.0
0.2 -0.1 0.1
-0.2 0.4 -0.3
0.1 1.0 0.2
-0.3 0.5 -0.5
-0.9 -0.5 -1.1
0.7 0.7 0.7
0.6 0.0 -0.2
-0.1 -0.1 0.1
0.0 -0.4 -0.2
-0.5 -0.1 -0.1
-0.1 0.1 -0.3
0.5 -0.3 0.2
0.4 0.3 0.4
-0.7 0.7 1.0
1.2 -1.2 -1.2
-0.2 0.2 0.0
-0.9 0.2 -0.3
1.0 -0.7 0.6
0.0 0.2 -0.1
-0.3 -0.6 -0.1
0.2 0.4 0.1
0.1 0.1 -0.2
0.0 0.0 -0.2
0.2 0.3 0.6
0.0 -0.3 -0.4
-0.1 -0.4 -0.1
-0.1 0.3 0.3
0.1 0.1 -0.2


Short version: energy above the lowest of the compared OMol25 structures with the same formula, charge and spin = 4.232; 1.480 eV, in the order given.